No. 1
One molecule with the formula C19H24ClN3O2. Source: OMol25; level of theory: ωB97M-V/def2-TZVPD.

Structure (XYZ):
```
49
Properties=species:S:1:pos:R:3:forces:R:3
O -0.106475 2.390362 -0.447303 0.13 0.40 -0.03
C -0.468394 1.310610 -0.874957 -0.38 -0.14 -0.31
N -0.506201 0.218929 -0.074716 0.06 -0.16 0.37
C -0.884519 -1.131445 -0.413936 0.13 -0.37 -0.21
H -1.238770 -1.198502 -1.438775 -0.04 0.03 0.00
C 0.312018 -2.081511 -0.208471 -0.39 0.01 -0.20
N 0.789444 -2.001053 1.153915 0.35 0.09 -0.16
C 0.265922 -2.844253 2.121905 -0.06 -0.29 0.32
C -0.036632 -2.403514 3.414381 0.04 0.11 -0.09
C -0.492873 -3.296108 4.366912 0.00 -0.24 -0.16
C -0.676200 -4.637219 4.084698 -0.02 0.07 0.14
C -0.373319 -5.077397 2.806500 -0.04 0.08 0.00
C 0.092841 -4.207188 1.844143 -0.05 0.00 -0.11
H 0.351426 -4.597380 0.872457 0.05 -0.02 -0.08
H -0.494318 -6.122098 2.562814 0.00 -0.09 -0.03
H -1.038197 -5.314996 4.839742 -0.03 -0.04 0.10
Cl -0.858287 -2.699879 5.951736 -0.03 0.06 0.15
H 0.069279 -1.369461 3.696398 0.00 0.10 0.01
C 1.159788 -0.638786 1.472772 -0.19 0.23 0.14
H 1.558408 -0.584505 2.484174 0.03 0.01 -0.03
C -0.019601 0.323946 1.289439 0.35 0.18 0.21
H 0.286974 1.356813 1.457787 -0.08 -0.14 0.04
H -0.832297 0.065810 1.977111 0.03 0.03 0.00
H 1.957949 -0.348347 0.780401 -0.03 0.04 0.08
H 0.005378 -3.096345 -0.451690 0.06 0.03 -0.02
H 1.127171 -1.790622 -0.879162 -0.07 -0.04 -0.04
H -1.694209 -1.444730 0.259306 0.02 -0.02 -0.12
C -0.906135 1.128299 -2.329880 -0.02 0.36 0.11
C -1.124049 2.513802 -2.965491 -0.34 -0.33 0.15
N 0.119547 3.155445 -3.319820 -0.08 0.41 0.12
C 1.039847 2.475367 -4.038239 -0.06 -0.39 -0.37
O 2.126193 2.911077 -4.358164 0.37 0.00 -0.04
C 0.566705 1.075190 -4.396555 0.23 -0.03 0.05
C 0.163120 0.340717 -3.117384 -0.09 -0.10 -0.14
H 1.058295 0.223915 -2.501861 0.00 -0.09 -0.01
H -0.197161 -0.657925 -3.373789 0.07 -0.01 0.08
H 1.382752 0.551791 -4.894810 -0.05 0.13 -0.01
H -0.278101 1.135665 -5.085754 -0.02 -0.01 -0.03
C 0.388140 4.445293 -2.760988 0.24 0.18 0.10
C 0.969615 5.519496 -3.623980 0.01 -0.08 -0.05
C -0.463923 5.602379 -3.201458 -0.14 0.12 0.08
H -0.750136 6.334786 -2.462464 0.01 0.02 0.10
H -1.220771 5.415522 -3.948456 -0.02 -0.09 -0.09
H 1.187839 5.272683 -4.649869 -0.04 -0.08 -0.04
H 1.686400 6.188740 -3.175237 0.03 0.02 0.10
H 0.681460 4.397663 -1.717344 -0.02 0.11 -0.08
H -1.754948 2.398209 -3.856419 -0.02 0.01 0.13
H -1.642697 3.159844 -2.255681 0.03 -0.06 -0.15
H -1.868690 0.608395 -2.348075 0.07 -0.02 -0.01
```
Positions in Å, forces in eV/Å.

Results
- Max |F|: 0.545 eV Å⁻¹
- Orbital gap: 8.576 eV
- HOMO energy: -8.08 eV
- Net charge: 0
- LUMO energy: 0.49 eV
- Structure (SMILES): O=C([C@@H]1CCC(=O)N(C2CC2)C1)N1CCN(c2cccc(Cl)c2)CC1

Okay, here come the natural (NBO) numbers, in e, for every atom:
1 O -0.642
2 C 0.700
3 N -0.445
4 C -0.228
5 H 0.215
6 C -0.215
7 N -0.452
8 C 0.278
9 C -0.340
10 C 0.007
11 C -0.281
12 C -0.168
13 C -0.293
14 H 0.212
15 H 0.217
16 H 0.228
17 Cl 0.001
18 H 0.224
19 C -0.224
20 H 0.218
21 C -0.247
22 H 0.256
23 H 0.194
24 H 0.206
25 H 0.215
26 H 0.200
27 H 0.200
28 C -0.316
29 C -0.204
30 N -0.444
31 C 0.684
32 O -0.621
33 C -0.488
34 C -0.396
35 H 0.212
36 H 0.212
37 H 0.239
38 H 0.214
39 C -0.057
40 C -0.399
41 C -0.434
42 H 0.215
43 H 0.212
44 H 0.233
45 H 0.219
46 H 0.229
47 H 0.192
48 H 0.241
49 H 0.222

---

No. 2
C19H24ClN3O2 as an isolated structure at a distorted geometry. Source: OMol25; level of theory: ωB97M-V/def2-TZVPD.

Structure (XYZ):
```
49
Properties=species:S:1:pos:R:3:forces:R:3
O 2.241132 -1.260461 -1.904651 1.53 -2.74 -3.69
C 1.810541 -0.484549 -1.162456 -1.61 2.00 7.81
N 0.952792 0.562378 -1.421957 4.97 -7.47 -0.34
C 0.470067 1.461922 -0.560364 2.34 0.97 3.06
H 0.813375 2.348644 -1.022248 -0.30 2.22 0.29
C -0.927079 1.328658 -0.564105 -7.65 -0.41 2.54
N -1.270554 1.579673 -1.896069 -5.70 0.01 -2.82
C -2.762339 1.880905 -2.235338 10.09 -0.68 -4.71
C -3.002386 2.336382 -3.502183 -0.68 3.04 -5.69
C -4.199614 3.022772 -3.885059 0.18 -1.69 3.91
C -5.296587 3.157299 -2.686830 6.65 -2.43 -3.54
C -4.968991 2.600125 -1.484472 3.52 0.83 -7.30
C -3.638942 2.072160 -1.435047 -10.26 0.25 15.17
H -3.630486 1.853787 -0.185205 1.31 0.01 -3.35
H -5.711236 2.731249 -0.868638 -3.05 0.00 4.61
H -6.033569 3.693640 -3.059651 -4.09 2.24 -0.71
Cl -4.381468 3.613745 -5.562070 -0.09 -0.38 1.75
H -2.146518 2.425682 -4.275079 -1.51 -0.51 1.30
C -1.010684 0.497865 -2.811883 8.01 0.50 7.98
H -1.080836 -0.428217 -2.377779 -1.54 -2.61 0.41
C 0.671065 0.566274 -2.749582 -7.86 12.37 3.30
H 1.003792 1.744878 -2.901387 -1.06 -2.55 -1.52
H 1.102060 -0.045332 -3.249183 5.44 -7.38 -6.04
H -1.141805 0.753222 -3.683226 -2.57 1.68 -8.93
H -1.528079 0.107264 -0.122706 2.25 3.23 -1.06
H -1.554268 2.119141 0.024844 1.55 -1.37 -0.51
H 0.947456 1.340210 0.399149 -0.02 0.12 0.35
C 2.189635 -0.719310 0.473974 8.59 1.63 -8.49
C 1.391206 -1.450226 1.213621 -9.34 -4.14 -2.93
N 1.707107 -1.766480 2.483030 -4.89 -2.21 4.62
C 2.862319 -1.997086 2.968125 6.54 1.86 -3.52
O 3.267594 -2.437375 3.996951 -0.34 -0.95 2.35
C 4.019392 -1.526234 1.952886 2.68 0.16 0.09
C 3.743252 -1.519790 0.396709 -12.99 -6.23 10.37
H 3.561045 -2.500348 0.042466 0.18 -0.69 -0.70
H 4.260751 -0.952162 0.012162 9.73 9.49 -7.58
H 4.803314 -2.400857 2.009338 -0.96 2.10 0.83
H 4.496639 -0.348276 2.379179 -1.36 -3.90 -1.31
C 0.558851 -2.250858 3.393672 -1.84 0.91 -3.39
C 0.639706 -3.409573 4.463637 1.04 -1.53 -3.18
C 0.599543 -1.866454 4.781557 -1.28 -1.58 4.55
H -0.278779 -1.572459 5.487589 1.21 -0.22 -2.05
H 1.524684 -1.678816 5.347682 -0.27 0.48 -1.05
H 1.713724 -3.942548 4.323718 -2.79 1.50 1.05
H -0.239091 -4.194432 4.396449 1.62 2.16 0.50
H -0.416998 -2.043041 2.676763 2.25 -0.81 2.48
H 0.389445 -0.858643 1.092131 0.88 -1.09 1.29
H 1.112427 -2.333583 0.414448 0.40 0.69 2.41
H 2.367396 0.189237 0.877089 1.08 3.15 1.41
```
Positions in Å, forces in eV/Å.

Results
- Max |F|: 18.320 eV Å⁻¹
- Orbital gap: 9.460 eV
- HOMO energy: -8.96 eV
- Net charge: 0
- LUMO energy: 0.50 eV

Okay, here come the natural (NBO) numbers, in e, for every atom:
1 O -0.598
2 C 0.743
3 N -0.462
4 C -0.259
5 H 0.213
6 C -0.174
7 N -0.429
8 C 0.064
9 C -0.229
10 C -0.031
11 C -0.152
12 C -0.214
13 C -0.182
14 H 0.201
15 H 0.218
16 H 0.202
17 Cl 0.005
18 H 0.228
19 C -0.215
20 H 0.194
21 C -0.117
22 H 0.143
23 H 0.185
24 H 0.192
25 H 0.124
26 H 0.232
27 H 0.225
28 C -0.294
29 C -0.209
30 N -0.449
31 C 0.699
32 O -0.623
33 C -0.505
34 C -0.318
35 H 0.207
36 H 0.154
37 H 0.230
38 H 0.213
39 C -0.063
40 C -0.457
41 C -0.470
42 H 0.233
43 H 0.272
44 H 0.262
45 H 0.229
46 H 0.225
47 H 0.202
48 H 0.175
49 H 0.183

---

No. 3
One molecule with the formula C19H24ClN3O2S at a distorted geometry. Source: OMol25; level of theory: ωB97M-V/def2-TZVPD.

Structure (XYZ):
```
50
Properties=species:S:1:pos:R:3:forces:R:3
S 0.636976 2.120677 0.637975 -0.42 -0.37 -0.77
C 0.600093 0.451110 0.605243 0.99 0.19 2.10
N -0.563805 -0.338649 0.279001 9.07 3.87 2.29
C -1.670142 0.400236 0.067573 -3.27 -0.47 1.02
H -1.523681 1.331443 0.531301 -0.44 0.80 2.02
C -1.780153 0.808665 -1.306519 -10.95 -2.78 3.46
C -3.091954 1.622950 -1.421550 -1.48 -13.78 -7.11
N -3.494917 1.461387 -3.020061 1.54 2.23 3.11
C -4.883758 1.795038 -3.175868 -2.08 0.78 1.21
C -5.248161 1.912835 -4.690133 -8.05 -13.06 8.18
O -4.530311 2.645232 -5.224150 12.85 10.52 -8.70
C -3.036005 2.342471 -5.121913 -4.70 17.67 4.01
C -2.594545 2.598246 -3.825472 -5.55 -4.40 3.77
H -1.744999 2.242990 -3.502769 5.17 -1.39 0.69
H -2.823899 3.479768 -3.357200 -0.62 2.60 0.47
H -2.492686 3.349550 -5.573894 -1.71 -2.34 -0.35
H -2.793726 1.673798 -5.599857 4.09 -12.92 -8.31
H -6.248576 2.241821 -4.764426 -1.63 0.16 -0.06
H -5.203792 0.775794 -5.098414 -0.36 1.50 0.49
H -5.590588 1.174351 -2.521206 1.14 0.12 -1.21
H -5.115449 2.817802 -2.778514 0.30 -0.13 -0.12
H -3.990673 0.869439 -0.842310 2.50 2.04 -1.73
H -3.227332 2.399236 -0.970200 -0.92 9.66 4.39
H -1.887586 -0.115924 -1.775570 -1.23 -1.62 -1.62
H -1.058851 1.090491 -1.762589 9.42 4.82 -4.61
H -2.535548 -0.263154 0.442673 0.78 1.58 -0.64
C -0.331382 -1.625472 0.138165 -11.72 -5.28 2.31
C -0.784465 -2.566493 1.543797 15.77 1.54 -5.79
C 0.200881 -3.073275 2.476163 -1.19 0.33 -3.76
C -0.663458 -3.427349 3.495767 1.47 -1.76 1.81
C -1.938962 -3.110267 3.239406 0.17 1.19 -0.40
O -1.833015 -2.431323 1.980316 -13.50 0.35 5.35
H -2.841670 -3.038830 3.817188 -0.10 0.03 -0.37
H -0.225980 -4.003030 4.282021 -0.57 -0.10 0.94
H 1.245848 -3.349253 2.205459 -1.14 0.28 0.72
H 0.320460 -2.237781 -0.165789 6.81 -2.77 -2.75
H -1.237043 -2.092330 -0.597738 1.98 1.34 1.52
N 1.698153 -0.183261 1.296651 -1.20 -7.32 -2.08
C 3.072252 -0.004603 1.441510 2.07 1.76 1.37
C 3.492792 1.237176 1.931077 -0.36 2.94 -2.10
C 4.772919 1.738099 2.099521 2.00 -6.70 1.71
C 5.763245 0.594868 2.331238 -1.46 1.04 -3.87
C 5.466555 -0.729073 1.785804 -5.16 8.62 2.49
C 4.170443 -0.892783 1.398883 -3.49 -2.90 -0.44
Cl 3.663447 -2.746710 1.020589 0.57 2.13 0.07
H 6.015003 -1.467736 1.589441 5.16 -5.51 -0.86
H 6.793127 0.868354 2.238755 0.71 0.08 0.89
H 5.105469 2.732203 2.214354 -0.14 0.93 0.24
H 2.744472 1.983440 1.706194 -0.28 0.19 0.76
H 1.709745 -1.400659 1.227771 -0.85 4.36 0.24
```
Positions in Å, forces in eV/Å.

Results
- Max |F|: 18.749 eV Å⁻¹
- Orbital gap: 8.374 eV
- HOMO energy: -8.38 eV
- Net charge: 0
- LUMO energy: -0.01 eV
- Structure (SMILES): S=C(Nc1ccccc1Cl)N(CCCN1CCOCC1)Cc1ccco1

Okay, here come the natural (NBO) numbers, in e, for every atom:
1 S -0.178
2 C 0.293
3 N -0.436
4 C -0.206
5 H 0.241
6 C -0.414
7 C -0.133
8 N -0.436
9 C -0.281
10 C 0.022
11 O -0.497
12 C 0.000
13 C -0.260
14 H 0.212
15 H 0.194
16 H 0.176
17 H 0.142
18 H 0.174
19 H 0.069
20 H 0.198
21 H 0.138
22 H 0.160
23 H 0.143
24 H 0.202
25 H 0.195
26 H 0.212
27 C -0.219
28 C 0.395
29 C -0.435
30 C -0.256
31 C -0.042
32 O -0.388
33 H 0.220
34 H 0.230
35 H 0.242
36 H 0.227
37 H 0.200
38 N -0.635
39 C 0.103
40 C -0.229
41 C -0.163
42 C -0.202
43 C -0.243
44 C 0.107
45 Cl -0.161
46 H 0.217
47 H 0.205
48 H 0.226
49 H 0.243
50 H 0.427